Entry 1:
Below is C16H41BLiN2O2 as an isolated structure at a distorted geometry, with properties calculated with wB97M-V/def2-TZVPD.

The HOMO-LUMO gap (spin up / spin down) comes out at 0.045 / 0.195 Ha. As for the expectation value of S²: 0.751. The calculation puts the LUMO energy (spin up / spin down) at 3.9873 / 4.7657 eV. The charge is -2. For the molar mass, the calculation gives 311.27 g mol⁻¹. The spin multiplicity is 2.

Geometry (Å):
Li (-1.69498, -0.50425, -0.20914)
B (-3.18415, 0.11367, -1.92440)
H (-3.72053, 0.73366, -2.62594)
H (-2.75007, -0.75523, -2.39432)
H (-2.47224, 0.74240, -1.41241)
H (-3.88931, -0.24463, -1.19050)
C (1.57085, -2.11007, -2.39471)
C (2.42189, -1.00857, -1.48602)
C (3.77775, -0.87457, -2.19413)
C (4.49021, 0.42646, -1.73911)
C (3.58710, 1.65024, -1.85081)
C (2.30144, 1.52391, -0.99901)
N (1.66685, 0.26433, -1.46907)
O (0.26680, 0.05630, -1.00104)
C (1.43600, 2.76965, -1.48909)
C (2.59942, 1.62733, 0.51729)
C (2.66329, -1.61692, -0.03390)
H (2.00922, -3.08562, -2.18440)
H (1.77655, -1.99741, -3.45918)
H (0.51666, -2.24767, -2.15415)
H (3.65888, -0.98170, -3.27232)
H (4.47740, -1.62802, -1.83233)
H (5.38313, 0.65641, -2.32041)
H (4.98732, 0.27190, -0.78144)
H (3.42470, 1.73188, -2.92555)
H (4.18427, 2.49510, -1.50775)
H (2.03205, 3.68130, -1.53052)
H (0.52146, 2.97092, -0.93124)
H (1.11922, 2.61745, -2.52088)
H (3.65177, 1.36778, 0.63256)
H (2.11605, 0.80024, 1.03727)
H (2.32888, 2.62336, 0.86775)
H (3.40718, -1.05950, 0.53532)
H (2.95158, -2.66068, -0.15864)
H (1.75235, -1.69551, 0.55948)
C (-1.87934, 2.89221, 2.12948)
C (-1.63773, 1.70507, 1.18996)
N (-2.15993, 0.41247, 1.56376)
C (-3.65395, 0.55096, 1.74458)
C (-4.44421, -0.78907, 1.95796)
C (-1.61849, -0.20942, 2.76881)
C (-0.07528, -0.55630, 2.69332)
H (-2.86020, 3.35868, 2.03773)
H (-1.14539, 3.67360, 1.93234)
H (-1.74391, 2.52285, 3.14601)
H (-2.02740, 2.11277, 0.25720)
H (-0.59069, 1.53967, 0.93608)
H (-4.01146, 1.02354, 0.82972)
H (-3.90312, 1.35176, 2.44081)
H (-4.24533, -1.57242, 1.22659)
H (-5.49856, -0.51504, 1.99488)
H (-4.35374, -1.20025, 2.96337)
H (-1.78261, 0.37130, 3.67652)
H (-2.12757, -1.15657, 2.94720)
H (0.49352, 0.35326, 2.88640)
H (0.20735, -1.25689, 3.47906)
H (0.27089, -0.91347, 1.72342)
C (-1.45369, -3.54940, 0.07371)
O (-2.32940, -2.49600, -0.29352)
H (-2.03916, -4.46880, 0.07637)
H (-0.65175, -3.74525, -0.63808)
H (-1.20019, -3.33020, 1.11092)
H (-2.90766, -2.76299, -1.01180)

These are the Löwdin partial charges, in e, on atoms 1 to 8: -0.015, -0.492, -0.081, -0.075, -0.101, -0.084, -0.022, -0.439

---

Entry 2:
Below is C16H41MnO18S5 as an isolated structure at a distorted geometry, with properties calculated with wB97M-V/def2-TZVPD.

The HOMO-LUMO gap (spin up / spin down) comes out at 0.356 / 0.373 Ha. As for the expectation value of S²: 8.752. As for the energy above the lowest of the compared OMol25 structures with the same formula, charge and spin: 1.354 eV. The calculation puts the LUMO energy (spin up / spin down) at -1.7320 / -1.7322 eV. The charge is +1. For the molar mass, the calculation gives 736.76 g mol⁻¹. The spin multiplicity is 6.

Geometry (Å):
Mn (-0.28269, 0.62511, 0.49751)
O (-3.03749, 0.85963, 3.34126)
C (-2.01128, 0.86160, 2.48476)
O (-2.07006, 1.43959, 1.34463)
O (-0.91132, 0.32253, 2.73158)
H (-3.81785, 1.01465, 2.78442)
O (1.10024, 0.22372, -3.98830)
S (1.16773, -0.38501, -2.68542)
O (0.43707, 0.08274, -1.52717)
O (0.67261, -1.92537, -2.85423)
C (0.98564, -2.50159, -4.14747)
C (0.47445, -3.91925, -4.12968)
C (2.87926, -0.65673, -2.18254)
H (2.06310, -2.45358, -4.30802)
H (0.48408, -1.99774, -4.97238)
H (1.02826, -4.56830, -3.44774)
H (0.48390, -4.40015, -5.10523)
H (-0.53917, -3.96316, -3.72268)
H (3.35464, 0.29063, -1.93635)
H (3.42838, -1.06433, -3.03133)
H (2.94673, -1.36704, -1.36304)
O (3.82304, 0.64276, 1.15911)
S (2.84604, 1.40100, 1.90791)
O (1.49715, 1.50867, 1.39501)
O (2.70565, 0.74759, 3.37126)
C (3.87140, 0.72096, 4.20529)
C (3.66734, -0.31518, 5.29836)
C (3.50234, 3.05266, 2.22165)
H (4.07877, 1.68537, 4.67547)
H (4.76059, 0.46900, 3.62388)
H (3.12054, -1.18880, 4.95242)
H (3.11030, 0.08492, 6.14823)
H (4.63616, -0.57985, 5.72146)
H (3.11823, 3.59596, 1.35684)
H (4.58295, 2.97700, 2.22225)
H (3.03232, 3.43323, 3.12351)
O (2.84819, -2.57336, 2.12079)
S (1.48566, -2.22595, 1.84407)
O (1.15989, -1.13658, 0.93825)
O (0.76536, -3.58520, 1.37232)
C (0.87871, -4.03229, 0.01493)
C (1.44208, -5.43709, 0.07497)
C (0.54616, -2.03576, 3.35523)
H (1.55434, -3.36800, -0.52002)
H (-0.06323, -4.03035, -0.53294)
H (2.36175, -5.48485, 0.65647)
H (1.61298, -5.86868, -0.91261)
H (0.75911, -6.14797, 0.54634)
H (1.00709, -1.19814, 3.86716)
H (0.75505, -2.98236, 3.85838)
H (-0.51517, -2.02734, 3.13803)
O (-1.40997, -1.28309, 0.14462)
S (-2.62696, -1.90084, -0.31415)
O (-3.08608, -3.15716, 0.21787)
O (-3.79094, -0.79761, -0.10085)
C (-5.15745, -1.23512, -0.25186)
C (-6.03621, -0.03767, -0.56110)
C (-2.63977, -2.07406, -2.07688)
H (-5.42657, -1.75700, 0.66505)
H (-5.25668, -1.94419, -1.07603)
H (-5.47887, 0.54358, -1.30014)
H (-6.13142, 0.62620, 0.29917)
H (-7.02358, -0.32498, -0.90575)
H (-3.64472, -2.24557, -2.44535)
H (-2.04852, -2.96370, -2.28631)
H (-2.19374, -1.15768, -2.46026)
O (-0.21046, 2.66361, -0.45113)
S (-0.39873, 4.09741, -0.44393)
O (0.70763, 4.89420, 0.02170)
O (-0.88283, 4.55073, -1.93899)
C (-0.63970, 5.90151, -2.33952)
C (-1.26021, 6.05088, -3.70691)
C (-1.87637, 4.43731, 0.52893)
H (0.42792, 6.10780, -2.42208)
H (-1.10995, 6.62778, -1.66986)
H (-0.93141, 7.00668, -4.12588)
H (-2.34304, 5.97317, -3.75322)
H (-0.82622, 5.33895, -4.41365)
H (-1.52039, 4.55242, 1.54936)
H (-2.53876, 3.57910, 0.44129)
H (-2.43302, 5.30803, 0.18922)

These are the Löwdin partial charges, in e, on atoms 1 to 8: 0.927, 0.153, -0.733, -0.101, -0.025, 0.126, -0.243, 0.673

---

Entry 3:
Below is C16H41N3O9V as an isolated structure at a distorted geometry, with properties calculated with wB97M-V/def2-TZVPD.

The HOMO-LUMO gap comes out at 0.083 Ha. The calculation puts the LUMO energy at 5.5426 eV. The charge is -3. For the molar mass, the calculation gives 470.46 g mol⁻¹.

Geometry (Å):
O (2.75049, 16.09305, 3.22706)
V (4.33065, 15.90726, 2.89057)
O (5.16904, 17.03769, 3.60871)
O (5.28972, 15.05973, -1.66539)
C (4.05477, 15.52278, -1.46655)
C (3.63569, 15.87618, 0.00112)
O (4.55302, 16.45896, 0.88229)
H (3.28447, 14.80480, -1.85066)
H (3.90013, 16.48596, -2.05804)
H (3.34723, 14.90228, 0.44159)
H (2.64582, 16.39244, -0.03046)
O (5.17593, 11.76219, 1.01456)
C (6.29511, 12.15787, 1.59934)
C (6.32910, 13.58018, 2.28080)
O (5.12945, 13.96499, 2.89691)
H (7.16315, 12.16320, 0.88083)
H (6.67617, 11.45018, 2.40032)
H (6.61893, 14.43924, 1.65434)
H (7.19374, 13.53382, 2.99470)
C (2.39447, 14.59637, 5.77670)
C (3.71074, 14.86728, 6.51164)
C (3.87868, 13.79412, 7.58303)
O (5.07262, 14.00066, 8.31637)
C (5.39163, 13.04471, 9.26277)
N (4.87875, 14.91526, 5.61356)
H (1.68791, 14.19585, 6.51835)
H (2.59146, 13.87295, 4.98542)
H (1.90971, 15.47260, 5.36139)
H (3.63874, 15.86058, 6.97017)
H (3.89129, 12.77924, 7.16908)
H (3.01627, 13.94017, 8.25558)
H (6.26415, 13.32735, 9.85116)
H (5.57061, 12.06551, 8.79579)
H (4.57712, 12.89168, 9.99186)
H (4.97286, 14.03476, 5.09287)
H (5.64049, 14.93022, 6.28926)
C (0.11118, 20.05016, -2.83571)
C (-0.38489, 18.89271, -1.99934)
C (-0.00222, 18.98449, -0.52996)
O (-0.32905, 17.77469, 0.08943)
C (0.01284, 17.76313, 1.46545)
N (-1.85919, 18.73467, -2.18299)
H (-0.06916, 19.84542, -3.88877)
H (1.18467, 20.19959, -2.68975)
H (-0.33878, 20.99544, -2.51570)
H (0.00110, 17.92200, -2.32063)
H (-0.47545, 19.87988, -0.08585)
H (1.08578, 19.13395, -0.47501)
H (-0.42146, 18.61375, 2.00505)
H (1.07976, 17.77130, 1.70831)
H (-0.29815, 16.76609, 1.77234)
H (-2.35263, 19.36310, -1.54407)
H (-2.01815, 17.85893, -1.67795)
C (6.79825, 17.24717, 8.36531)
C (7.69766, 17.90832, 7.33556)
C (7.43429, 17.56590, 5.88543)
O (8.48296, 18.15320, 5.12564)
C (8.23105, 18.03536, 3.73594)
N (7.71875, 19.38654, 7.47180)
H (7.13854, 16.21799, 8.49317)
H (5.73145, 17.31057, 8.16176)
H (7.00174, 17.71478, 9.33624)
H (8.72245, 17.55779, 7.55044)
H (6.44248, 17.96344, 5.63802)
H (7.39127, 16.49167, 5.68583)
H (9.20630, 17.99546, 3.22831)
H (7.81542, 18.93102, 3.26435)
H (7.70354, 17.13515, 3.42952)
H (8.28995, 19.71291, 6.69757)
H (8.21111, 19.59787, 8.33301)

These are the Löwdin partial charges, in e, on atoms 1 to 8: -0.473, 0.901, -0.435, -0.357, -0.573, -0.374, -0.325, 0.058

---

Question: The highest charge belongs to which entry?
Answer: C16H41MnO18S5